# 1
C5H8O as an isolated structure at a distorted geometry, computed with wB97M-V/def2-TZVPD.

Summary:
Max |F| ... 4.0 eV/A
Orbital gap ... 0.3741 hartree
Relative energy (zero: lowest compared OMol25 entry of this formula, charge and spin) ... 95.6 kcal/mol
Energy ... -270.40562 hartree
LUMO level ... 0.036 hartree

```
! wB97M-V def2-TZVPD RIJCOSX def2/J DEFGRID3
* xyz 0 1
C -0.09 -0.07 -0.14
O 2.33 -0.34 0.07
H -1.57 0.12 1.49
H -2.15 -1.00 0.18
H 1.07 -0.15 1.71
H -1.08 1.90 -0.22
H -1.66 0.80 -1.56
C 0.93 -0.94 -0.75
H 1.28 -0.68 -1.73
C 1.29 0.30 0.74
C -1.46 -0.20 0.45
C -1.17 0.87 -0.59
H 0.93 -1.97 -0.43
H 1.36 1.38 0.75
*
```

Löwdin atomic charge list, values in e, 8 entries:
1. C -0.361
2. O -0.137
3. H 0.101
4. H 0.101
5. H 0.111
6. H 0.099
7. H 0.101
8. C 0.039

=====

# 2
The molecule C5H8O, computed with wB97M-V/def2-TZVPD.

Summary:
Max |F| ... 0.5 eV/A
Orbital gap ... 0.3820 hartree
Relative energy (zero: lowest compared OMol25 entry of this formula, charge and spin) ... 26.4 kcal/mol
Energy ... -270.51589 hartree
LUMO level ... 0.040 hartree
Structure (SMILES) ... C/C=C\CC=O

```
! wB97M-V def2-TZVPD RIJCOSX def2/J DEFGRID3
* xyz 0 1
C -1.73 -0.55 0.05
H -1.22 -0.88 0.96
H 2.43 -0.47 0.00
H -2.49 0.18 0.33
O 0.41 1.10 1.96
H -2.26 -1.41 -0.38
C 1.19 0.98 1.04
H 1.08 0.33 -1.85
C -0.79 -0.02 -1.00
C 1.37 -0.30 0.26
H -1.28 0.37 -1.89
H 1.01 -1.14 0.86
H 1.74 1.86 0.65
C 0.54 -0.03 -0.98
*
```

Löwdin atomic charge list, values in e, 8 entries:
1. C -0.091
2. H 0.064
3. H 0.111
4. H 0.081
5. O 0.044
6. H 0.079
7. C -0.276
8. H 0.100

=====

# 3
The molecule C5H8O, computed with wB97M-V/def2-TZVPD.

Summary:
Max |F| ... 0.6 eV/A
Orbital gap ... 0.3900 hartree
Relative energy (zero: lowest compared OMol25 entry of this formula, charge and spin) ... 29.9 kcal/mol
Energy ... -270.51017 hartree
LUMO level ... 0.037 hartree
Structure (SMILES) ... CC(=O)C1CC1

```
! wB97M-V def2-TZVPD RIJCOSX def2/J DEFGRID3
* xyz 0 1
C -0.77 0.88 0.05
H 1.02 -0.44 1.17
H -0.19 -0.41 -1.65
C 1.05 -0.75 0.13
H 2.22 0.02 -1.69
H 1.02 -1.83 0.01
H -2.47 0.49 1.34
C 1.70 0.28 -0.78
H -1.20 -0.75 1.44
C 0.21 0.10 -0.77
H -2.23 -0.73 0.04
O -0.75 2.07 0.22
H 2.13 1.13 -0.25
C -1.74 -0.07 0.76
*
```

Löwdin atomic charge list, values in e, 8 entries:
1. C -0.425
2. H 0.109
3. H 0.147
4. C -0.128
5. H 0.101
6. H 0.106
7. H 0.080
8. C -0.086

=====

# 4
The molecule C5H8O at a distorted geometry, computed with wB97M-V/def2-TZVPD.

Summary:
Max |F| ... 1.4 eV/A
Orbital gap ... 0.3047 hartree
Relative energy (zero: lowest compared OMol25 entry of this formula, charge and spin) ... 87.4 kcal/mol
Energy ... -270.41866 hartree
LUMO level ... -0.008 hartree

```
! wB97M-V def2-TZVPD RIJCOSX def2/J DEFGRID3
* xyz 0 1
C 1.14 -0.07 0.02
C -0.68 -0.86 -0.55
H -0.43 -1.88 -0.19
H 0.50 1.69 -1.20
C -1.16 0.03 0.57
H -1.04 -0.85 -1.55
O 1.80 -1.11 0.08
C 0.21 0.38 1.19
C 0.90 0.66 -1.20
H -1.87 -0.45 1.26
H -1.64 0.90 0.12
H 0.29 1.43 1.49
H 1.50 0.40 -2.07
H 0.47 -0.27 2.02
*
```

Löwdin atomic charge list, values in e, 8 entries:
1. C -0.623
2. C 0.053
3. H 0.125
4. H 0.091
5. C -0.214
6. H 0.070
7. O -0.031
8. C -0.114

=====

# 5
The molecule C5H8O, computed with wB97M-V/def2-TZVPD.

Summary:
Max |F| ... 0.9 eV/A
Orbital gap ... 0.3878 hartree
Relative energy (zero: lowest compared OMol25 entry of this formula, charge and spin) ... 71.0 kcal/mol
Energy ... -270.44481 hartree
LUMO level ... 0.034 hartree

```
! wB97M-V def2-TZVPD RIJCOSX def2/J DEFGRID3
* xyz 0 1
C -0.86 0.16 -0.65
H 0.57 -0.82 -2.02
H -1.72 0.50 -1.22
C 0.10 -0.95 -1.02
C 0.60 -0.15 0.48
H 2.20 0.28 1.65
H -0.32 -1.96 -0.97
H 0.95 1.38 -1.17
H 0.00 2.01 0.24
C 0.30 1.12 -0.32
H -1.23 0.38 1.56
H -1.15 -1.35 1.02
C -0.86 -0.32 0.81
O 1.41 -0.28 1.61
*
```

Löwdin atomic charge list, values in e, 8 entries:
1. C -0.298
2. H 0.094
3. H 0.131
4. C -0.019
5. C -0.387
6. H 0.102
7. H 0.092
8. H 0.107

=====

# 6
The molecule C5H8O at a distorted geometry, computed with wB97M-V/def2-TZVPD.

Summary:
Max |F| ... 3.1 eV/A
Orbital gap ... 0.3998 hartree
Relative energy (zero: lowest compared OMol25 entry of this formula, charge and spin) ... 47.9 kcal/mol
Energy ... -270.48154 hartree
LUMO level ... 0.036 hartree
Structure (SMILES) ... C=CC(O)C=C

```
! wB97M-V def2-TZVPD RIJCOSX def2/J DEFGRID3
* xyz 0 1
C -1.27 1.56 0.62
H 1.56 -0.91 -2.41
H -1.33 -1.40 0.21
H 0.81 1.51 0.24
C 0.17 -0.51 0.81
C -0.07 0.98 0.60
H 0.64 0.62 -1.69
O -0.89 -1.35 1.07
H -1.34 2.56 0.33
H 1.19 -2.08 -0.27
C 0.99 -0.41 -1.62
C 0.88 -1.01 -0.41
H -2.20 1.09 0.82
H 0.85 -0.65 1.72
*
```

Löwdin atomic charge list, values in e, 8 entries:
1. C 0.033
2. H 0.057
3. H 0.106
4. H 0.108
5. C -0.469
6. C -0.140
7. H 0.053
8. O -0.010

=====

# 7
The molecule C5H8O, computed with wB97M-V/def2-TZVPD.

Summary:
Max |F| ... 0.7 eV/A
Orbital gap ... 0.3750 hartree
Relative energy (zero: lowest compared OMol25 entry of this formula, charge and spin) ... 100.9 kcal/mol
Energy ... -270.39715 hartree
LUMO level ... 0.002 hartree

```
! wB97M-V def2-TZVPD RIJCOSX def2/J DEFGRID3
* xyz 0 1
C -0.18 1.74 -0.67
C -1.15 -1.86 -0.41
O 0.34 0.20 1.05
H 0.56 2.45 -0.28
C 0.24 0.32 -0.35
C -0.75 -0.71 -0.89
H 0.61 -1.11 2.56
H -1.22 -0.51 -1.86
H -0.26 -1.78 1.17
H -0.26 1.89 -1.75
H -1.15 1.96 -0.21
H 1.22 0.11 -0.81
H 1.50 -1.52 1.05
C 0.58 -1.11 1.47
*
```

Löwdin atomic charge list, values in e, 8 entries:
1. C -0.039
2. C 0.170
3. O -0.139
4. H 0.085
5. C -0.431
6. C -0.211
7. H 0.105
8. H 0.110

=====

# 8
The molecule C5H8O at a distorted geometry, computed with wB97M-V/def2-TZVPD.

Summary:
Max |F| ... 3.9 eV/A
Orbital gap ... 0.3555 hartree
Relative energy (zero: lowest compared OMol25 entry of this formula, charge and spin) ... 48.1 kcal/mol
Energy ... -270.48131 hartree
LUMO level ... 0.036 hartree
Structure (SMILES) ... C=C1CCCO1

```
! wB97M-V def2-TZVPD RIJCOSX def2/J DEFGRID3
* xyz 0 1
H -0.03 2.63 1.01
O -0.63 0.13 0.95
H 1.86 -0.85 0.02
C -0.07 -1.41 -0.91
C 0.32 0.79 0.15
H 0.39 -2.37 -0.79
C 1.00 -0.29 -0.64
H -1.18 -1.95 1.04
H 1.60 0.30 -1.61
C 0.51 2.14 0.28
H 1.30 2.64 -0.26
H -0.60 -1.37 -1.89
H -2.16 -0.90 -0.05
C -1.11 -1.07 0.27
*
```

Löwdin atomic charge list, values in e, 8 entries:
1. H 0.036
2. O -0.103
3. H 0.159
4. C -0.149
5. C -0.368
6. H 0.081
7. C -0.156
8. H 0.136